Entry from the OMol25 dataset: a 2-piece molecular cluster, C6H16S overall in a non-equilibrium geometry (ωB97M-V with the def2-TZVPD basis set).

Values from the calculation:
SMILES string ... CCSC.CCC
HOMO energy ... -0.30358 Eh
LUMO ... 0.92 eV
Energy relative to the best compared isomer or geometry (same formula, charge and spin) ... 1.760 eV

The geometry in XYZ format:
```
23
Properties=species:S:1:pos:R:3:forces:R:3
C -0.066 1.395 2.356 1.37 2.52 0.44
C 0.309 0.009 1.875 -1.05 -0.53 2.30
C -0.865 1.651 -0.268 1.05 1.07 -0.90
S -0.199 2.676 1.049 0.33 -0.18 0.57
H -0.937 1.621 2.978 -0.18 -1.32 -0.07
H 0.775 1.764 3.012 -0.68 -0.17 -0.76
H 0.860 -0.342 2.776 -0.14 -0.63 -1.01
H 0.885 -0.077 0.968 0.39 0.34 -0.07
H -0.079 1.916 -1.085 -2.28 -0.91 0.65
H -0.824 0.616 0.026 0.30 -0.24 -0.29
H -1.933 1.878 -0.386 0.54 0.18 -0.78
H -0.606 -0.590 1.776 0.37 -0.16 -0.08
C -0.077 -2.582 -1.542 0.25 -1.17 -1.50
C -0.144 -1.677 -2.779 -0.03 -0.44 -1.53
C 1.171 -3.528 -1.445 0.38 0.66 -0.02
H -0.009 -1.932 -0.673 -0.87 -0.40 0.29
H -0.988 -3.217 -1.713 0.69 0.60 1.45
H -0.251 -0.606 -2.504 -0.13 -0.72 -0.61
H 1.836 -3.666 -2.302 -0.59 0.46 -0.60
H 1.874 -3.110 -0.716 -0.22 -0.31 0.29
H -0.904 -2.065 -3.534 0.18 1.00 1.30
H 0.718 -1.845 -3.429 0.57 0.59 0.41
H 0.914 -4.543 -1.190 -0.23 -0.23 0.55
```
Positions in Å, forces in eV/Å.